DFT (ωB97M-V/def2-TZVPD) results for a cluster of 2 separate species, H3S3 in total.

Calculated values
- Total charge: -1
- Kohn-Sham gap: 6.749 eV
- Calculated total energy: -1196.39825 hartree
- ΔE to the lowest compared entry with this formula, charge and spin: 17.7 kJ/mol
- HOMO energy: -3.33 eV

Geometry as XYZ:
```
6
H3S3 | OMol25 | ωB97M-V/def2-TZVPD
S 1.40 -1.03 -0.47
S -2.25 0.16 0.67
S 0.92 0.97 -0.16
H 0.39 -1.30 -1.31
H -2.03 0.94 1.74
H -0.49 0.68 0.22
```